Record 1
{"formula": "C9H36Al3O17P2", "method": "wB97M-V/def2-TZVPD", "total_energy_ev": -83050.4668, "charge": 3, "e_lumo_ev": -14.946, "relative_energy_kcal_mol": 73.7, "gap_ev": 2.8157, "species": ["Al", "Al", "Al", "P", "O", "O", "O", "O", "P", "O", "O", "O", "O", "C", "O", "H", "H", "H", "H", "C", "O", "H", "H", "H", "H", "C", "O", "H", "H", "H", "H", "C", "O", "H", "H", "H", "H", "C", "O", "H", "H", "H", "H", "C", "O", "H", "H", "H", "H", "C", "O", "H", "H", "H", "H", "C", "O", "H", "H", "H", "H", "C", "O", "H", "H", "H", "H"], "positions_angstrom": [[0.6272, -3.7764, -1.5099], [-3.2405, -1.3941, -0.1761], [-0.6679, 0.0543, -4.0299], [0.0627, -0.4032, -0.5279], [0.6220, 0.5010, 0.5796], [0.9042, -0.8992, -1.6819], [-1.2038, 0.2556, -1.2579], [-0.5018, -1.6685, 0.1142], [-2.9677, -2.7441, -3.4782], [-4.2810, -2.6953, -2.5899], [-2.8091, -3.9465, -4.4806], [-1.7152, -2.3748, -2.5913], [-3.0253, -1.4617, -4.3844], [1.4007, 0.5534, 3.8510], [0.3885, 1.2275, 3.0846], [2.3235, 1.1039, 3.6678], [1.2109, 0.5620, 4.9243], [1.5034, -0.4541, 3.4478], [0.5866, 1.0966, 2.1545], [3.3345, 1.4010, -3.0255], [1.9594, 1.0608, -2.9244], [3.3602, 2.4253, -3.3972], [3.6383, 1.4876, -1.9823], [4.1191, 0.7991, -3.4839], [1.9578, 0.2635, -2.3898], [-3.1374, 3.0142, -0.1055], [-2.8190, 1.7570, 0.3848], [-4.1650, 3.2337, 0.1842], [-2.4795, 3.7414, 0.3703], [-3.0116, 3.0671, -1.1870], [-1.8868, 1.5397, 0.3111], [3.8602, 1.3454, 0.8271], [3.2229, 0.0802, 0.6889], [4.9178, 1.1819, 0.6202], [3.3761, 2.0335, 0.1341], [3.6978, 1.8353, 1.7871], [2.2786, 0.2473, 0.6436], [1.1193, 3.6610, 0.2794], [0.4958, 2.8153, -0.5737], [2.1590, 3.7518, -0.0349], [0.5952, 4.6141, 0.3500], [1.0097, 3.3302, 1.3122], [0.5220, 1.8904, -0.3176], [-2.7726, -0.4074, 3.7562], [-2.2471, -0.5674, 2.4646], [-2.6232, 0.5534, 4.2488], [-3.8372, -0.6148, 3.6478], [-2.3547, -1.2624, 4.2877], [-1.3226, -0.3143, 2.4104], [-5.0385, 1.1543, -2.8203], [-3.8489, 0.3397, -2.6381], [-5.0458, 1.7695, -1.9205], [-4.8733, 1.8345, -3.6559], [-5.9292, 0.5379, -2.9417], [-4.0818, -0.3589, -3.2540], [0.0779, -3.7551, 2.7338], [0.8094, -3.1415, 1.7317], [0.8131, -4.3439, 3.2824], [-0.3352, -3.0369, 3.4421], [-0.8049, -4.3163, 2.4275], [0.3172, -2.4215, 1.3305], [4.6181, -2.8291, -0.4803], [3.2117, -2.5083, -0.3426], [5.2028, -1.9096, -0.4531], [4.8125, -3.4208, 0.4142], [4.8212, -3.4226, -1.3718], [3.0893, -1.6724, 0.1133]], "mulliken_charge": [1.049, 1.408, 1.052, 1.031, 0.521, -1.313, -0.395, -1.106, 0.613, -0.463, -0.262, -0.234, -0.387, -0.515, -0.550, 0.222, 0.334, 0.207, 0.328, -0.314, -0.236, 0.305, -0.040, 0.331, 0.359, -0.704, -0.284, 0.324, 0.271, 0.304, 0.220, -0.376, -0.427, 0.374, -0.114, 0.106, 0.376, -0.769, -0.400, 0.396, 0.343, 0.241, 0.176, -0.703, -0.069, 0.284, 0.286, 0.305, 0.074, -0.658, -0.138, 0.165, 0.298, 0.368, 0.226, -0.640, -0.358, 0.306, 0.209, 0.278, 0.345, -0.657, -0.237, 0.275, 0.298, 0.276, 0.466]}



Record 2
{"formula": "C3H3O3Tb", "method": "wB97M-V/def2-TZVPD", "total_energy_ev": -31677.5934, "charge": 4, "e_lumo_ev": [-20.382, -22.879], "spin_multiplicity": 7, "relative_energy_kcal_mol": 0.0, "gap_ev": [6.1415, 2.4948], "species": ["C", "C", "O", "H", "H", "H", "O", "C", "Tb", "O"], "positions_angstrom": [[-1.2876, 0.2801, 0.2261], [-1.5213, -1.0252, 0.1586], [-1.6470, 1.4391, 0.3506], [-1.8823, -1.4367, -0.7905], [-1.6063, -1.5864, 1.0960], [-0.9697, 2.1311, 0.1727], [0.9494, -1.4748, -0.2496], [1.4084, -0.3866, -0.2208], [4.2382, 1.6975, -0.4945], [2.3182, 0.3618, -0.2488]], "mulliken_charge": [0.513, -0.416, -0.128, 0.383, 0.384, 0.430, -0.048, 0.578, 2.615, -0.310]}



Record 3
{"formula": "C5H7N", "method": "wB97M-V/def2-TZVPD", "total_energy_ev": -6782.2191, "charge": 0, "e_lumo_ev": 0.671, "relative_energy_kcal_mol": 145.1, "gap_ev": 8.2226, "species": ["C", "N", "C", "C", "C", "C", "H", "H", "H", "H", "H", "H", "H"], "positions_angstrom": [[-1.3159, -0.9379, -0.0096], [-0.0672, -0.1683, 0.1345], [0.2608, 1.3660, 0.5466], [0.5880, 0.8250, -0.7723], [1.9398, 0.1194, -0.7487], [1.3114, -0.7972, 0.0291], [-1.3342, -1.4797, -0.9668], [-2.1817, -0.2825, 0.0537], [-1.3807, -1.6945, 0.7841], [-0.3860, 2.2555, 0.6138], [1.0122, 1.3039, 1.3232], [-0.0141, 1.1609, -1.6157], [1.5677, -1.6705, 0.6279]], "mulliken_charge": [-0.836, 0.182, -0.329, -0.125, -0.846, -0.233, 0.327, 0.325, 0.295, 0.277, 0.283, 0.346, 0.334]}



Record 4
{"formula": "C9H16N3O", "method": "wB97M-V/def2-TZVPD", "total_energy_ev": -16095.1001, "charge": 1, "e_lumo_ev": -3.243, "relative_energy_kcal_mol": 233.2, "gap_ev": 8.1918, "species": ["C", "C", "C", "C", "C", "C", "C", "C", "C", "N", "N", "N", "O", "H", "H", "H", "H", "H", "H", "H", "H", "H", "H", "H", "H", "H", "H", "H", "H"], "positions_angstrom": [[-0.2732, 1.4822, 1.3890], [0.9688, 1.6338, 0.8975], [-1.3276, -0.6056, 0.4919], [1.4661, 0.7489, -1.1483], [-0.6987, -1.1876, -1.9167], [0.8121, -1.5288, -1.9658], [-1.0166, -0.1962, 2.8181], [2.0921, -0.6695, 0.8372], [-1.2466, 1.1895, -1.5002], [-0.9392, 0.1977, 1.4275], [1.6445, 0.5375, 0.1714], [-1.3701, -0.2151, -0.9352], [1.3646, -0.1859, -2.0478], [-0.7595, 2.2551, 1.9888], [1.6182, 2.5789, 0.9438], [-1.0305, -0.6196, -2.7687], [-1.3554, -2.1698, -1.7597], [1.3052, -2.0066, -1.1022], [1.1381, -2.0751, -2.8253], [-0.1955, -0.2355, 3.4464], [-1.6882, 0.3595, 3.3081], [-1.3131, -1.1823, 2.7372], [2.3710, -1.5333, 0.2505], [2.9822, -0.3779, 1.4244], [1.4053, -0.9758, 1.5079], [-0.1897, 1.5337, -1.7919], [-1.9022, 1.4822, -2.2157], [-1.5145, 2.0353, -0.6814], [-2.3476, -0.2697, -0.9806]], "mulliken_charge": [-0.879, -0.135, -0.513, -0.577, -0.459, -0.241, -1.218, -0.976, -0.992, 0.309, 0.370, 0.250, -0.240, 0.486, 0.420, 0.435, 0.324, 0.098, 0.351, 0.439, 0.483, 0.434, 0.387, 0.347, 0.414, 0.476, 0.527, 0.324, 0.357]}



Record 5
{"formula": "C3H5N3O", "method": "wB97M-V/def2-TZVPD", "total_energy_ev": -9705.9256, "charge": 0, "smiles": "[H]/N=C/N(C=O)/C=N/[H]", "e_lumo_ev": 0.444, "relative_energy_kcal_mol": 107.4, "gap_ev": 10.0170, "species": ["H", "N", "C", "N", "C", "O", "C", "N", "H", "H", "H", "H"], "positions_angstrom": [[-0.4217, 2.5747, -1.6554], [-0.3509, 1.5020, -1.3830], [0.2073, 1.0757, -0.3511], [0.4234, -0.1997, 0.1315], [1.4741, -0.4033, 1.0027], [1.5263, -1.3682, 1.6892], [-0.6843, -1.1599, -0.0049], [-1.4057, -0.9250, -1.1794], [-2.4524, -1.5313, -0.8485], [0.5919, 1.8982, 0.5305], [2.0134, 0.3774, 1.1575], [-0.9212, -1.8407, 0.9108]], "mulliken_charge": [0.292, -0.490, 0.038, 0.072, 0.041, -0.492, -0.085, -0.469, 0.263, 0.132, 0.418, 0.280]}



Record 6
{"formula": "C8H9BFN2O4", "method": "wB97M-V/def2-TZVPD", "total_energy_ev": -23001.5947, "charge": 1, "smiles": "COB(O)c1cc[nH+]c(C(=O)NC(=O)F)c1", "e_lumo_ev": -5.398, "gap_ev": 9.1047, "species": ["C", "O", "B", "O", "C", "C", "C", "N", "C", "C", "O", "N", "C", "O", "F", "C", "H", "H", "H", "H", "H", "H", "H", "H", "H"], "positions_angstrom": [[3.3561, 0.1768, 1.2071], [3.1488, 1.4127, 0.4897], [2.1570, 1.4555, -0.4276], [2.3367, 1.8148, -1.7315], [0.6512, 1.1568, 0.0687], [0.1541, 1.7216, 1.2392], [-1.1280, 1.4500, 1.6493], [-1.8914, 0.6370, 0.9186], [-1.4619, 0.0519, -0.2115], [-2.5247, -0.7909, -0.8488], [-3.6634, -0.5586, -0.5804], [-2.1436, -1.8340, -1.7102], [-2.3337, -3.1115, -1.1274], [-2.5981, -3.3371, -0.0016], [-2.1315, -4.0410, -2.0647], [-0.1941, 0.3104, -0.6561], [4.4127, -0.0542, 1.1555], [2.8131, -0.6547, 0.7614], [3.0465, 0.2891, 2.2410], [2.6836, 1.1177, -2.2957], [0.7748, 2.3711, 1.8363], [-1.5599, 1.8631, 2.5455], [-2.8426, 0.4360, 1.2192], [-1.2089, -1.7574, -2.0932], [0.1475, -0.1254, -1.5827]], "mulliken_charge": [-0.666, -0.423, 0.646, -0.512, 0.419, -0.712, -0.327, 0.038, 0.342, 0.225, -0.476, -0.258, 0.535, -0.388, -0.200, -0.240, 0.275, 0.300, 0.276, 0.339, 0.511, 0.433, 0.286, 0.268, 0.310]}



Computed values of max |F| (unit: eV Å⁻¹) for the preceding records, in sequence: 3.2, 8.4, 1.3, 6.5, 8.4, 0.7.